Record 1
C34H36CrGeN8S2 as an isolated structure in a non-equilibrium geometry, computed with the ωB97M-V functional and the def2-TZVPD basis.

Calculated values
F_max, eV/A: 3.7
⟨S²⟩: 8.773
Total energy, Eh: -5672.8365
Energy above the lowest of the compared OMol25 structures with the same formula, charge and spin, kcal/mol: 30.2
Total charge: +1
Spin multiplicity: 6
Frontier orbital gap (spin up / spin down), eV: 6.79 / 5.25

The geometry in XYZ format:
```
82
C34H36CrGeN8S2 | the Open Molecules 2025 dataset | the ωB97M-V functional and the def2-TZVPD basis
Cr 0.73775 0.50484 -0.84554
C 0.28084 -4.29430 -1.05991
N 1.58047 -3.70645 -1.30754
C 2.62139 -4.62672 -1.66973
C 1.82678 -2.38475 -1.26221
N 0.86679 -1.55883 -0.87761
N 3.11191 -1.87047 -1.62833
C 3.49730 -0.56369 -1.36405
N 4.79932 -0.35176 -1.61840
N 2.69745 0.43455 -1.01852
H -0.51782 -3.65954 -1.51990
H 0.11137 -4.37715 -0.01878
H 0.28081 -5.24962 -1.58735
H 2.92645 -4.55340 -2.70947
H 2.22738 -5.62061 -1.44665
H 3.49955 -4.53049 -1.04383
H 0.06703 -2.05829 -0.48258
H 3.87990 -2.47805 -1.94841
H 5.41350 -1.10088 -1.93776
H 5.18427 0.51121 -1.39675
H 3.20171 1.31273 -1.04174
S 0.78110 2.86342 -0.62990
C -0.75917 3.12738 -1.34177
N -1.80397 2.29958 -1.19802
C -2.96141 2.93244 -1.60939
C -4.22595 2.37116 -1.40078
C -5.37925 3.09332 -1.74715
C -5.22398 4.35994 -2.35972
C -3.99165 4.87551 -2.65258
C -2.80510 4.15797 -2.30303
S -1.12915 4.58451 -2.38084
H -4.31368 1.38169 -0.86891
H -6.35876 2.63527 -1.47199
H -6.11574 4.89528 -2.68795
H -3.86077 5.87115 -3.04830
N -0.69377 0.72541 -6.98752
C -0.41613 0.73512 -5.63667
C -1.16998 0.01987 -4.68960
C -0.85413 -0.00390 -3.33848
N 0.22023 0.67516 -2.87916
C 0.96394 1.37429 -3.79304
C 0.73864 1.38609 -5.14642
H -1.63340 0.53161 -7.34665
H -0.32563 1.52189 -7.49037
H -2.09026 -0.44994 -4.93623
H -1.53408 -0.45858 -2.63116
H 1.69514 2.06314 -3.31730
H 1.47966 1.91294 -5.77459
C -0.27881 -4.47494 3.45140
C 0.75958 -3.74422 3.92877
C 0.93587 -2.41844 3.54562
C 0.11587 -1.82112 2.59654
C -0.99943 -2.53752 2.15995
C -1.14491 -3.84062 2.57873
Ge 0.42690 0.07798 1.88350
C -1.25851 0.81421 2.61682
C -2.20178 1.46636 1.83711
C -3.41254 1.88104 2.35738
C -3.60771 1.79017 3.73589
C -2.66604 1.21247 4.51574
C -1.43929 0.80238 3.99225
C 1.92970 0.61463 3.00141
C 1.74304 1.79353 3.77808
C 2.66099 2.07557 4.75680
C 3.82242 1.34822 4.90293
C 4.08710 0.31489 4.03276
C 3.15867 -0.06860 3.05442
H -0.45622 -5.52356 3.79343
H 1.42089 -4.24435 4.65937
H 1.58986 -1.81299 4.14006
H -1.75899 -2.12451 1.51839
H -2.08372 -4.34988 2.31474
H -2.01034 1.64876 0.78961
H -4.21639 2.30404 1.76741
H -4.58996 2.07886 4.17472
H -2.75631 1.08502 5.60479
H -0.59861 0.53416 4.65909
H 0.86335 2.42617 3.52813
H 2.63037 2.99753 5.35438
H 4.50252 1.66871 5.69752
H 5.02414 -0.24682 4.21317
H 3.28137 -0.98720 2.51165
```

Atom charges from the Mulliken analysis, given in e for atoms 1 to 4: number 1, Cr, carries 0.378; number 2, C, carries -1.185; number 3, N, carries 0.239; number 4, C, carries -1.202

Record 2
C20H41N2OP3Sn as an isolated structure in a non-equilibrium geometry, computed with the ωB97M-V functional and the def2-TZVPD basis.

Calculated values
F_max, eV/A: 4.1
Total energy, Eh: -2208.0983
Energy above the lowest of the compared OMol25 structures with the same formula, charge and spin, kcal/mol: 26.7
Total charge: +4
Spin multiplicity: 1
Frontier orbital gap (spin up / spin down), eV: 4.25 / 3.64

The geometry in XYZ format:
```
68
C20H41N2OP3Sn | the Open Molecules 2025 dataset | the ωB97M-V functional and the def2-TZVPD basis
Sn -0.56736 -0.03624 -0.96516
P 1.48888 1.47728 -1.04559
P 0.92412 -0.99227 1.76759
P -1.21520 1.91277 1.23050
H -5.38963 -0.85162 -5.08120
C -5.38045 0.22961 -4.90942
C -4.36881 1.03445 -5.25715
H -3.40210 0.66518 -5.63600
C 2.52899 0.98530 -2.45083
C 2.67851 1.64724 0.33390
C 0.96254 3.18321 -1.42585
C -0.28413 -2.05505 2.65215
C 2.27714 -2.23054 1.58024
C 1.63800 -0.10574 3.22274
C -2.27903 3.09467 0.32304
C -0.29842 3.11797 2.26283
C -2.48381 1.26671 2.38495
H -6.28727 0.69297 -4.48043
H -4.53483 2.13003 -5.27843
H 1.94774 0.39936 -3.17070
H 3.38375 0.37806 -2.12332
H 2.89585 1.89385 -2.94612
H 3.16373 0.68013 0.53356
H 2.19686 1.98966 1.25941
H 3.45866 2.37572 0.05859
H -0.01642 3.18489 -1.92441
H 1.70964 3.58819 -2.12568
H 0.90509 3.83345 -0.53845
H 0.22386 -2.49262 3.52439
H -0.62047 -2.85560 1.97775
H -1.15353 -1.46594 2.97867
H 2.39888 -2.79927 2.51409
H 3.21989 -1.71404 1.34528
H 2.03638 -2.93496 0.77340
H 1.51391 -0.73051 4.11805
H 1.13282 0.85452 3.38254
H 2.70783 0.08547 3.06066
H -2.67769 3.81335 1.05555
H -3.10420 2.55948 -0.16240
H -1.71222 3.63391 -0.44707
H -0.93795 3.99121 2.45625
H 0.60488 3.45814 1.74132
H -0.01642 2.66008 3.21754
H -3.15680 2.08339 2.68879
H -1.99318 0.84238 3.27080
H -3.06767 0.48420 1.88126
C -2.87771 0.76297 -2.65171
C -3.80178 -0.14010 -2.09479
C -4.94412 0.36446 -1.48773
C -5.20489 1.73934 -1.56931
C -4.38293 2.59159 -2.32750
C -3.22701 2.10216 -2.90860
O -1.59228 0.40591 -2.81482
H -2.19765 -0.63607 -0.47077
H -3.55463 -1.19711 -2.15746
H -5.62035 -0.32013 -0.95174
H -6.05573 2.17420 -1.05905
H -4.68395 3.64278 -2.47874
H -2.54007 2.68147 -3.52289
N 1.61374 -2.31891 -1.83703
C 1.76552 -3.48186 -2.49445
C 0.60461 -3.68175 -3.22032
C -0.24333 -2.61637 -2.91033
N 0.39991 -1.76750 -2.07144
H 2.21923 -1.94719 -1.09891
H 2.63363 -4.11250 -2.35985
H 0.34754 -4.51437 -3.85506
H -1.27183 -2.44891 -3.20254
```

Atom charges from the natural (NBO) analysis, given in e for atoms 1 to 4: number 1, Sn, carries 1.347; number 2, P, carries 1.045; number 3, P, carries 0.827; number 4, P, carries 0.850

Record 3
A 2-piece molecular cluster, C5H6F3N3O overall in a non-equilibrium geometry, computed with the ωB97M-V functional and the def2-TZVPD basis.

Calculated values
F_max, eV/A: 6.9
Total energy, Eh: -733.1056
Energy above the lowest of the compared OMol25 structures with the same formula, charge and spin, kcal/mol: 21.3
Total charge: 0
Spin multiplicity: 1
Frontier orbital gap, eV: 9.50

The geometry in XYZ format:
```
18
C5H6F3N3O | the Open Molecules 2025 dataset | the ωB97M-V functional and the def2-TZVPD basis
C -3.59233 -1.26009 0.51575
C -2.69100 0.28447 -0.75123
C 1.74346 0.23671 1.88297
C 1.24150 0.02417 0.63666
C 1.26988 -1.34546 0.06148
N -2.91569 -1.05432 -0.64728
N -3.80333 -0.16306 1.13456
N 0.92226 0.82154 -0.47069
O -3.23283 0.75548 0.30117
F 2.31268 -1.76691 -0.75888
F 1.34850 -2.33096 1.01694
F 0.22554 -1.61033 -0.68741
H -3.87796 -2.25963 0.75663
H 1.77063 1.21778 2.24875
H 2.15784 -0.60304 2.32702
H -2.61716 -1.79667 -1.27966
H 0.97325 1.91333 -0.28641
H 0.58863 0.57625 -1.35173
```

Atom charges from the natural (NBO) analysis, given in e for atoms 1 to 4: number 1, C, carries 0.154; number 2, C, carries 0.263; number 3, C, carries -0.462; number 4, C, carries 0.088

Record 4
A 2-piece molecular cluster, H4N2O2 overall in a non-equilibrium geometry, computed with the ωB97M-V functional and the def2-TZVPD basis.

Calculated values
F_max, eV/A: 1.7
Total energy, Eh: -262.2029
Energy above the lowest of the compared OMol25 structures with the same formula, charge and spin, kcal/mol: 34.8
Total charge: 0
Spin multiplicity: 1
Frontier orbital gap (spin up / spin down), eV: 10.06 / 8.73

The geometry in XYZ format:
```
8
H4N2O2 | the Open Molecules 2025 dataset | the ωB97M-V functional and the def2-TZVPD basis
N -1.60859 -0.48134 0.03825
N 1.28200 0.46262 -0.03309
O -0.94480 0.63176 0.12151
O 2.13824 -0.49636 0.05561
H -1.63562 -1.05097 0.88132
H -1.50975 -1.00024 -0.83356
H 1.07622 0.81120 -0.96825
H 1.20229 1.12333 0.73821
```

Atom charges from the natural (NBO) analysis, given in e for atoms 1 to 4: number 1, N, carries -0.362; number 2, N, carries -0.280; number 3, O, carries -0.356; number 4, O, carries -0.388

Record 5
C28H27N5O2Ti as an isolated structure in a non-equilibrium geometry, computed with the ωB97M-V functional and the def2-TZVPD basis.

Calculated values
F_max, eV/A: 2.2
⟨S²⟩: 2.024
Total energy, Eh: -2356.8958
Energy above the lowest of the compared OMol25 structures with the same formula, charge and spin, kcal/mol: 2.1
Total charge: 0
Spin multiplicity: 3
Frontier orbital gap (spin up / spin down), eV: 5.78 / 7.51

The geometry in XYZ format:
```
63
C28H27N5O2Ti | the Open Molecules 2025 dataset | the ωB97M-V functional and the def2-TZVPD basis
Ti 0.14470 0.26393 0.05767
O -0.66811 2.28724 3.60497
C -0.14325 1.70462 2.67850
N -0.63619 0.64099 2.00766
C -1.85173 0.09144 2.55306
C -2.28196 -0.95671 1.54095
C -3.23348 -1.93905 1.66868
C -3.68690 -2.68773 0.60108
C -2.99800 -2.51109 -0.61901
C -1.94100 -1.61021 -0.65603
N -1.59780 -0.89199 0.39121
C 1.15063 2.21465 2.15070
C 1.86047 3.24387 2.75338
C 3.10696 3.54752 2.26237
C 3.64703 2.82818 1.18124
C 2.88446 1.79424 0.64737
N 1.66999 1.50926 1.13431
H -2.60962 0.93139 2.64957
H -1.77736 -0.34897 3.54983
H -3.62398 -2.16229 2.64415
H -4.49143 -3.37874 0.70727
H -3.15763 -3.10735 -1.52674
H -1.28660 -1.54360 -1.50707
H 1.45523 3.72917 3.60618
H 3.68891 4.35978 2.73309
H 4.59536 3.06548 0.75439
H 3.15342 1.23540 -0.29773
C 0.22447 -4.55738 2.99806
C 0.11571 -4.84566 1.65529
C 0.34831 -3.93739 0.65686
C 0.80279 -2.65519 0.97554
C 0.93240 -2.31179 2.31523
C 0.64962 -3.24680 3.33267
N 1.00713 -1.63332 -0.00834
N 1.31389 -2.15895 -1.20327
C 1.35944 -1.28490 -2.21847
C 1.89894 -1.83163 -3.36989
C 2.12440 -0.96828 -4.40542
C 1.84736 0.38059 -4.34101
C 1.19854 0.86717 -3.19668
C 1.00646 0.07114 -2.07560
H 0.00882 -5.30427 3.72656
H -0.12916 -5.86838 1.34571
H 0.40036 -4.27474 -0.35554
H 1.27625 -1.35168 2.64903
H 0.73143 -2.95265 4.38235
H 2.14417 -2.83959 -3.44320
H 2.83118 -1.31343 -5.11324
H 2.18432 1.06188 -5.11967
H 1.12239 1.95707 -3.23061
C -2.23685 2.87605 -2.28744
C -1.01793 3.75758 -2.27988
C -0.14341 3.17555 -1.18963
O -0.84570 2.07828 -0.55173
C -1.89529 1.62838 -1.50391
H -2.51267 2.53549 -3.31937
H -3.07082 3.38789 -1.80877
H -1.32277 4.77953 -2.03739
H -0.41280 3.79431 -3.18936
H 0.15411 3.87828 -0.39219
H 0.71258 2.68614 -1.64251
H -2.70190 1.28776 -0.86503
H -1.47790 0.82354 -2.16021
```

Atom charges from the natural (NBO) analysis, given in e for atoms 1 to 4: number 1, Ti, carries 1.635; number 2, O, carries -0.642; number 3, C, carries 0.618; number 4, N, carries -0.761

no.,molar mass (Da)
1,745.458
2,537.194
3,181.117
4,64.044
5,513.424